(1)
Molecular formula: C19H46BN6O15
Method: DFT, the ωB97M-V functional and the def2-TZVPD basis

Total charge: -1
E_HOMO, Eh: -0.1385
Max |F|, eV Å⁻¹: 2.80
Multiplicity: 1
Orbital gap, eV: 4.7967

Each line ends with the Mulliken charge.
Atoms and positions in Å:
H  1.70422  5.30278  2.14316  0.35
O  3.66489  -10.14865  4.05045  -0.54
C  3.32332  1.77498  -2.02689  -1.16
H  1.43896  4.46204  -1.76135  0.56
O  -1.93609  -4.57822  -2.29493  -0.53
C  2.38454  4.71971  0.16592  -0.86
O  -0.63556  1.39766  -0.88685  -0.52
C  0.56165  -4.24662  3.77548  -0.70
H  0.61467  5.81682  0.83274  0.34
C  0.40366  3.69133  1.52226  -0.29
C  -0.82599  -6.15422  -1.02094  -0.61
H  -2.77126  0.50242  0.60122  0.30
H  4.18661  3.58641  -1.13582  0.32
O  -3.03809  1.63106  -1.08655  -0.64
H  3.40012  3.82223  -2.73717  0.33
H  1.72456  0.96638  -0.71743  -0.22
N  -3.94838  4.00175  3.19428  0.89
H  -0.10448  -6.81048  -1.50077  0.29
H  -1.99203  -3.54708  -5.25545  0.29
H  -1.61705  1.92288  -2.80260  -0.39
O  0.34862  -6.46080  4.41262  -0.52
H  -0.51631  -5.90238  -0.00941  0.16
H  1.52484  -1.87069  0.04889  0.26
H  3.03462  -0.15866  -1.10959  0.43
H  2.74126  5.69550  -0.23992  0.43
H  -1.73521  3.97307  0.90808  0.11
H  -0.06121  3.86412  2.51975  0.48
H  3.25322  4.31297  0.73555  0.29
C  3.37106  0.13730  1.61352  -0.94
H  -0.28473  -3.74134  3.31680  0.31
O  0.15777  -4.27356  -1.90352  -0.51
H  1.48234  -9.16220  3.94963  0.32
H  1.50072  -3.90370  3.34871  0.22
H  3.01732  2.19196  0.97027  -0.31
C  -3.02524  -3.26402  -5.08571  -0.74
C  1.99237  3.81221  -1.04619  1.13
C  3.45921  1.27106  0.53869  0.16
C  -5.38337  4.37118  3.12038  -0.78
H  -5.67621  4.33426  2.07409  0.30
H  0.55473  -4.11244  4.85188  0.31
N  -0.87329  -4.89456  -1.80603  0.92
H  -3.70222  -4.04628  -5.42029  0.30
O  0.42899  -6.01786  2.30897  -0.49
O  -1.41858  5.85426  -2.67486  -0.54
H  -1.81462  -6.60169  -1.02098  0.31
C  -3.24738  4.45060  -2.86683  -0.55
C  -1.05974  1.92635  0.36033  0.71
C  2.33912  -1.84703  0.80645  -0.62
C  2.13538  -8.58134  3.30780  -0.63
H  4.29441  -0.48766  1.60126  0.40
O  -4.44698  -1.60523  -5.80665  -0.54
C  2.83035  0.90099  -0.83663  0.33
H  -0.70491  1.31843  1.22699  0.17
C  -2.61454  1.56234  0.27563  -0.53
C  -0.81195  3.46699  0.54196  -0.23
O  -3.17390  4.70212  2.58585  -0.48
H  -5.95524  3.66053  3.70801  0.30
H  -1.79366  0.09490  -2.19936  -0.38
H  3.28388  -1.79008  0.22330  0.40
H  -3.11460  4.40100  -1.79153  0.15
H  2.70381  1.55764  -2.91911  0.37
B  -1.80402  1.25426  -1.80843  0.60
H  -5.48320  5.37649  3.52149  0.28
H  -0.53505  3.84088  -0.46750  -0.04
O  -3.65326  3.03032  3.85312  -0.53
H  4.54445  1.46882  0.36773  0.49
H  1.30673  2.98180  -0.79760  -0.91
H  -3.11929  3.46639  -3.31206  0.19
O  -2.21937  5.50493  -4.64129  -0.60
H  2.21183  -7.56099  3.65929  0.23
N  0.43574  -5.69491  3.47626  0.84
O  4.35127  -8.63369  2.68469  -0.54
H  3.36272  0.61605  2.61983  0.34
H  -3.30242  2.19924  0.88398  -0.06
N  -3.32427  -2.04929  -5.88553  0.91
O  -2.43240  -1.58960  -6.56204  -0.53
O  2.17987  -0.63382  1.53721  -0.30
H  1.79717  -8.61719  2.27595  0.28
H  -3.19097  -3.02074  -4.03984  0.30
N  3.49764  -9.17235  3.35249  0.88
H  4.37769  1.47970  -2.23587  0.41
N  -2.20793  5.34344  -3.43900  0.97
C  3.30224  3.31424  -1.75201  -1.11
C  1.22777  4.96718  1.19008  -1.00
H  0.98700  2.75206  1.51435  -0.15
H  2.32799  -2.75188  1.44611  0.01
H  -4.21632  4.87718  -3.11904  0.33


(2)
Molecular formula: C19H46CrF2N6O10P2
Method: DFT, the ωB97M-V functional and the def2-TZVPD basis

Total charge: +1
E_HOMO (alpha / beta), Eh: -0.3954 / -0.4038
Max |F|, eV Å⁻¹: 3.87
Multiplicity: 4
Energy relative to the best compared isomer or geometry (same formula, charge and spin), eV: 0.000
Orbital gap (alpha / beta), eV: 9.0967 / 9.3280

Each line ends with the Mulliken spin population.
Atoms and positions in Å:
O  -1.84975  -0.81199  -3.79728  0.00
H  -0.73535  -4.02500  -1.77288  0.00
N  1.97089  -3.14580  1.49817  0.00
F  -0.63096  1.58785  -5.40336  0.00
C  2.59944  -4.43750  1.76783  0.00
C  2.04320  -4.52249  -1.57835  0.00
H  2.44467  3.39333  3.19456  0.00
C  2.83490  3.04865  0.63890  0.00
C  -0.71633  0.22040  -5.50954  0.00
O  -0.88445  1.62850  -1.96448  0.00
O  0.15312  1.45091  0.63847  -0.07
H  2.29194  5.49222  1.63321  0.00
H  -2.30980  3.28145  3.39171  0.00
H  2.40137  1.98309  4.47831  0.00
H  -2.10893  4.73300  0.30060  0.00
H  -2.76387  0.64398  -4.97325  0.00
N  1.76853  -3.15008  -1.27975  0.00
C  0.13508  1.09809  3.78704  0.00
Cr  -0.02351  0.25918  -0.96707  3.02
H  1.84030  -5.20125  1.84231  0.00
H  -1.76251  4.97485  3.18867  0.00
H  -0.31679  -0.05935  -6.52477  0.00
H  3.74467  -2.26874  -1.27295  0.00
C  -2.12052  -0.24225  -5.03475  0.00
H  -5.98706  -1.76553  -0.49668  0.00
H  3.60149  -2.15408  2.45496  0.00
H  2.72837  1.99061  0.54127  0.00
H  0.56112  5.53326  1.33326  0.00
O  -4.01061  -1.27577  -0.87761  0.00
H  3.69090  3.33031  1.24952  0.00
F  -5.75656  -0.39319  -1.92824  0.00
H  -2.18019  2.97523  0.01296  0.00
H  -1.39830  -3.37340  1.91334  0.00
H  1.76061  5.40356  -0.05075  0.00
O  1.67362  0.82847  -1.60782  -0.05
H  -2.04366  -4.39539  -0.60122  0.00
C  -0.54438  -0.70326  -3.46969  -0.03
O  -4.04525  0.54214  0.28493  0.00
H  3.31013  -4.75848  1.00047  0.00
H  2.97888  1.18899  -3.16456  0.00
H  3.19597  -4.24154  2.65146  0.00
H  1.37044  3.41778  4.60930  0.00
C  -0.80027  -4.20949  1.50890  0.00
H  3.02527  -4.87741  -1.20240  0.00
N  -1.00256  3.57682  1.77719  0.00
C  -1.46561  3.93094  3.09681  0.00
H  1.28316  1.49845  -3.58214  0.00
H  2.08404  2.57534  -2.49086  0.01
C  1.54296  5.07536  0.95172  0.00
H  -3.02411  3.81729  1.39579  0.00
P  1.11335  -2.75385  0.20333  0.01
N  0.89746  2.10274  3.05301  0.00
H  2.39807  -1.12742  -1.47835  0.01
H  0.82038  0.38032  4.24040  0.00
C  2.78534  -2.12884  -1.75723  0.00
O  -2.09406  -0.30557  -0.29089  -0.02
H  -1.56455  -2.75449  -0.77373  0.00
H  -1.58091  -4.98718  1.31476  0.00
H  -0.41261  2.24246  -2.52841  0.01
H  3.09563  3.39654  -0.35095  0.00
H  1.92887  -4.68649  -2.67248  0.00
H  2.87193  -2.25355  -2.82436  0.00
H  1.31840  -5.27701  -1.22874  0.00
O  -0.02687  -1.18094  -2.52144  0.02
H  -6.02513  0.99764  -0.09525  0.00
C  -1.16365  -3.71861  -0.79673  0.00
C  -5.36469  0.19148  0.30283  0.00
N  1.51501  3.64735  1.02998  0.00
C  2.52155  -2.09112  2.37124  0.00
C  1.92728  2.76829  3.89838  0.00
H  -0.55022  0.53284  3.16116  0.00
C  2.02815  1.57314  -2.76018  0.00
C  -5.40188  -0.89323  -0.70706  0.00
C  -2.08912  3.72137  0.79722  0.00
C  -3.26784  -0.35019  -0.33991  0.02
H  -0.46318  1.53363  4.57595  0.00
H  2.16076  -2.25106  3.40680  0.00
O  0.12062  -0.24227  -4.53056  0.00
O  0.68499  -1.30953  0.19703  0.05
H  2.21995  -1.15613  1.94359  0.00
H  -2.50343  -1.04912  -5.68270  0.00
H  -0.74547  3.83239  3.89626  0.00
H  -0.10774  -4.49343  2.29919  0.00
H  -5.74460  -0.16465  1.26347  0.00
P  0.32806  2.63391  1.53883  0.00
N  -0.18360  -3.84748  0.25430  0.00


(3)
Molecular formula: C19H46FN2O7PS
Method: DFT, the ωB97M-V functional and the def2-TZVPD basis

E_HOMO, Eh: -0.3137
Max |F|, eV Å⁻¹: 1.02
Multiplicity: 1
Energy relative to the best compared isomer or geometry (same formula, charge and spin), eV: 0.000
Structure (SMILES): CCSC[C@@H](CCCF)OC[C@@H](CP(=O)(O)O)OC.COC[C@@H](C)N.COC[C@@H](C)N
Orbital gap, eV: 9.0559

Each line ends with the Mulliken charge.
Atoms and positions in Å:
H  1.81714  2.46131  2.27872  0.55
C  -4.51992  1.64707  3.17993  -0.67
H  -1.89197  3.18594  4.34569  0.25
C  2.80315  -0.58902  -4.92204  0.67
O  -1.85255  -3.01887  1.63244  -0.48
H  1.80359  -1.03342  -1.38924  0.28
C  -0.35481  -3.41817  -0.12543  -0.84
H  -4.45241  0.62627  2.79273  0.09
H  -0.17542  -4.33736  0.44873  0.39
C  2.92806  -2.10484  -4.83615  -0.94
H  -3.55879  3.17483  4.95811  0.39
H  -1.10703  -3.66586  -0.88633  0.35
N  3.68851  0.02040  -3.92189  -0.65
H  1.77908  -0.32913  -4.63194  0.31
O  0.62842  -0.43535  1.17073  0.15
O  4.33878  0.01793  -6.77690  -0.39
C  -1.43795  1.20704  0.26084  1.41
C  -0.45805  1.77183  1.29548  -0.47
C  3.94691  -0.57008  2.61841  -0.02
H  2.39582  -2.60278  -5.64797  0.36
C  1.91636  1.38714  2.07785  -1.03
C  2.99982  -0.00710  -6.32402  -0.89
O  1.19732  -4.06045  -2.22874  -0.73
H  -2.88664  -1.21338  1.69724  -0.12
S  2.94561  0.72725  3.40855  -0.18
H  -3.98679  3.08615  1.02352  0.29
H  -5.11274  4.53927  2.70345  0.29
H  4.00016  -1.58789  4.53831  0.34
C  -5.89621  3.78975  2.81977  -1.52
H  -3.86373  -2.70049  1.87314  0.40
H  -2.84450  -2.13494  3.22107  0.30
H  3.50165  -0.75733  1.63679  -0.08
O  2.37692  -3.04737  -0.14526  -0.44
H  -0.44143  -1.38994  2.66903  0.45
H  -0.84716  2.37396  -1.48037  0.41
H  -2.38877  0.95188  0.74913  -0.61
O  1.01535  -1.55445  -1.57499  -0.42
C  0.52417  0.76092  1.93800  0.17
H  -3.12940  4.16948  3.54636  0.29
N  -4.89466  2.64060  0.92567  -0.67
H  3.09093  -2.44090  3.29866  0.21
H  2.50475  -2.43888  -3.89250  -0.13
H  2.59576  -3.95113  0.11006  0.30
H  -6.76891  4.14912  2.27623  0.37
C  3.98525  -1.83908  3.47058  -1.08
H  3.96773  -2.43510  -4.85398  0.24
C  -2.94174  3.22094  4.05509  -0.89
H  2.36609  -0.53498  -7.04970  0.41
H  0.17517  0.51175  2.94890  0.37
C  0.08834  -1.61427  1.73359  -0.60
H  -6.35430  1.81968  2.15322  0.48
P  1.09733  -3.07766  -1.12883  0.64
C  4.82544  -1.19803  -7.30783  -0.64
H  4.95810  -0.17934  2.47313  0.46
H  -4.92806  1.58934  4.19852  0.57
H  0.91420  -2.29172  1.99038  0.01
F  -2.13051  3.41579  -0.30880  -0.32
H  2.43752  1.29836  1.11466  0.28
H  -6.15434  3.72091  3.87825  0.36
H  4.64697  -0.06922  -4.24621  0.26
H  -1.02115  0.30644  -0.20146  -0.43
H  -4.70355  1.73956  0.49858  0.28
H  4.86984  -2.44084  3.24152  0.34
C  -5.45826  2.44034  2.26092  0.26
H  -1.04176  2.21421  2.11009  -0.30
H  5.63058  -0.94864  -7.99787  0.26
C  -1.73025  2.18960  -0.85659  -0.86
C  -0.91745  -2.34001  0.80989  0.48
H  2.68508  1.03967  -6.30876  0.37
H  5.22232  -1.86027  -6.53477  0.22
H  4.04159  -1.73022  -7.85673  0.30
H  -2.54407  1.84020  -1.49936  0.34
O  -3.18309  2.10767  3.21720  -0.14
H  -1.43986  -1.59648  0.19051  0.18
H  0.10322  2.60473  0.84426  0.58
H  3.51668  1.01999  -3.87831  0.28
C  -2.91152  -2.22231  2.12901  -0.42